Entry 1:
Below is a single C27H40O3 molecule, with properties calculated with the ωB97M-V functional and the def2-TZVPD basis.

Summary:
- HOMO (eV) = -8.027
- HOMO-LUMO gap (eV) = 8.77
- energy (eV) = -34788.88640
- energy relative to the best compared isomer or geometry (same formula, charge and spin) (eV) = 0.000
- total charge = 0
- lowest unoccupied orbital energy (Ha) = 0.027

Last column: Mulliken charge in e.
CARTESIAN COORDINATES (ANGSTROEM)
C 2.90980 2.15417 0.01266  -1.476
C 4.01353 1.41790 -0.00490  0.600
C 4.18937 0.21038 0.81664  0.542
C 3.33582 -0.82620 0.81223  -1.006
C 2.16729 -0.92736 -0.02374  -0.366
C 1.19914 -1.84766 0.05895  0.227
C 1.11456 -2.94791 1.08140  -0.714
C -0.19341 -2.86907 1.88088  -0.802
C -1.42078 -2.81600 0.97047  -1.185
C -1.29375 -1.67618 -0.04015  1.599
C -1.27704 -0.32640 0.67946  -2.248
C -2.32585 -1.72023 -1.18544  -0.830
C -3.76689 -1.29964 -0.84599  0.550
C -4.69789 -1.68084 -2.00591  -1.824
C -3.96928 0.15477 -0.55348  -0.426
C -4.55757 0.62040 0.53559  -0.468
C -4.81027 2.07734 0.82206  0.163
O -4.26947 2.93442 -0.16302  -0.597
C -6.29158 2.39129 1.00420  -0.383
C -7.33704 1.63178 0.24273  -0.297
C -7.23954 1.48889 1.73113  -0.623
C -1.64465 -0.94840 -2.33804  -0.878
C -0.14085 -0.89734 -2.00165  -1.019
C 0.00940 -1.88484 -0.84790  -0.006
C 5.44275 0.20291 1.64787  -1.023
C 6.66642 0.42894 0.74755  -0.081
O 6.88729 -0.66973 -0.10427  -0.584
C 6.49839 1.74474 -0.02268  -0.803
C 5.21375 1.76528 -0.86756  -0.197
O 5.07795 2.98348 -1.55619  -0.615
H 2.07801 1.90370 0.64771  0.345
H 2.79999 3.02547 -0.61126  0.394
H 3.55663 -1.66194 1.46308  0.181
H 2.09709 -0.17416 -0.79597  0.648
H 1.95413 -2.91833 1.77423  0.309
H 1.14609 -3.90903 0.55742  0.378
H -0.17068 -1.98248 2.51574  0.317
H -0.26364 -3.74102 2.53547  0.500
H -2.31845 -2.68850 1.57986  0.438
H -1.51318 -3.76622 0.43672  0.450
H -1.46502 0.49069 -0.00833  0.418
H -0.30923 -0.15743 1.14593  0.546
H -2.04373 -0.29685 1.44946  0.270
H -2.39700 -2.77254 -1.48946  0.633
H -4.07138 -1.87452 0.03616  0.343
H -4.62436 -2.74402 -2.22357  0.454
H -4.43556 -1.12609 -2.90357  0.338
H -5.73136 -1.45433 -1.75117  0.425
H -3.65667 0.84498 -1.32467  0.151
H -4.87054 -0.05462 1.32006  0.320
H -4.27485 2.34699 1.74389  0.317
H -4.77471 2.80553 -0.97431  0.381
H -6.45171 3.45745 1.12316  0.415
H -8.17436 2.17249 -0.17203  0.300
H -7.01118 0.79850 -0.36266  0.026
H -8.00276 1.94735 2.34168  0.278
H -6.87194 0.55836 2.13291  0.188
H -1.81498 -1.45855 -3.28624  0.370
H -2.04314 0.05916 -2.43492  0.162
H 0.14265 0.10574 -1.68718  0.347
H 0.47964 -1.17123 -2.85432  0.499
H -0.03900 -2.89737 -1.27152  0.621
H 5.40116 1.00496 2.39001  0.443
H 5.54792 -0.74761 2.17374  0.265
H 7.57295 0.48955 1.36108  0.453
H 6.05972 -0.87584 -0.55572  0.422
H 6.46556 2.57032 0.69380  0.399
H 7.35525 1.89590 -0.68160  0.258
H 5.29492 1.01351 -1.66475  0.355
H 5.00689 3.69360 -0.90748  0.410

=====

Entry 2:
Below is a molecular structure, C27H41As2LuS5SbSi3 at a distorted geometry, with properties calculated with the ωB97M-V functional and the def2-TZVPD basis.

Summary:
- HOMO (eV) = -4.257
- HOMO-LUMO gap (eV) = 5.15
- energy (eV) = -268314.05922
- energy relative to the best compared isomer or geometry (same formula, charge and spin) (eV) = 1.803
- total charge = -1
- lowest unoccupied orbital energy (Ha) = 0.033

Last column: Mulliken charge in e.
CARTESIAN COORDINATES (ANGSTROEM)
Lu 2.46706 1.52722 -2.20648  0.787
S -1.68330 3.83868 -3.38574  -0.542
As 0.41485 3.69145 -2.76540  0.430
S 0.47705 2.50880 -0.92014  -0.262
S 1.64336 2.59142 -4.45469  -0.564
S 1.52404 5.51209 -2.43275  -0.565
S 1.37096 -0.78090 -1.35746  -0.164
C 2.54282 -1.95517 -0.86417  0.172
C 2.35336 -3.17633 -1.48512  -0.968
C 3.02407 -4.30128 -0.93230  -0.646
C 3.63975 -4.22104 0.32657  -0.681
C 3.75191 -2.95499 0.96271  -0.239
C 3.35335 -1.79756 0.29639  0.202
As 3.49937 0.07488 0.99587  0.385
C 5.07753 -0.53583 1.91913  0.244
C 5.97533 -1.51087 1.46323  -0.122
C 7.00457 -1.94879 2.32772  -0.731
C 7.02280 -1.56944 3.65878  -0.491
C 6.01373 -0.67457 4.09836  -0.482
C 5.04492 -0.21282 3.27328  -0.526
C 4.25692 1.16686 -0.48266  0.134
C 4.85999 0.61719 -1.68002  -0.456
C 5.30854 1.53003 -2.69230  -0.539
C 4.89249 2.91261 -2.70096  -0.414
C 4.11087 3.37138 -1.60285  -0.837
C 3.97597 2.52373 -0.42910  0.015
H 1.77304 -3.17710 -2.39112  0.518
H 3.03327 -5.24858 -1.45312  0.374
H 4.14869 -5.08770 0.71903  0.392
H 4.06740 -2.85398 2.00766  0.491
H 5.89932 -1.88315 0.45701  0.498
H 7.77403 -2.62608 1.98300  0.392
H 7.77117 -1.86161 4.37758  0.411
H 5.89393 -0.55560 5.15768  0.352
H 4.19483 0.32522 3.67686  0.336
H 5.00136 -0.40021 -1.84982  0.544
H 5.92682 1.21476 -3.51937  0.401
H 5.38255 3.62484 -3.39101  0.428
H 3.70870 4.39247 -1.50090  0.502
H 3.51517 2.88913 0.47044  0.300
C -5.57128 -0.25247 -2.55540  -1.202
Si -4.05401 -1.11427 -1.86132  0.500
C -2.74760 -1.12922 -3.25444  -1.132
C -4.59477 -2.89192 -1.28358  -1.060
Sb -2.89193 0.48269 -0.28260  -0.345
Si -3.07119 -1.02164 1.84774  0.600
C -2.24662 -0.10183 3.27793  -1.172
C -2.30512 -2.69278 1.47424  -1.000
C -4.97185 -1.25510 2.25010  -1.274
Si -4.22882 2.57214 0.42250  0.579
C -2.96406 3.81434 1.08693  -0.931
C -5.53620 2.24070 1.76050  -1.173
C -5.14496 3.11016 -1.25080  -1.043
H -6.09853 -0.86737 -3.28919  0.436
H -5.39078 0.68131 -3.07119  0.354
H -6.32190 0.05692 -1.76704  0.245
H -3.09625 -1.64083 -4.15276  0.379
H -1.87581 -1.59884 -2.87957  0.220
H -2.52666 -0.11616 -3.53031  0.359
H -5.42969 -3.10574 -1.92867  0.405
H -4.84143 -2.88773 -0.23171  0.241
H -3.76341 -3.61150 -1.46613  0.283
H -1.72007 0.74446 2.83038  0.314
H -1.54950 -0.65998 3.96222  0.382
H -3.00104 0.29995 4.00362  0.295
H -1.49931 -2.69258 2.21848  0.365
H -1.93321 -2.74268 0.44618  0.231
H -3.05061 -3.53468 1.69534  0.275
H -5.68511 -1.25562 1.38093  0.227
H -5.34550 -0.47663 2.92371  0.369
H -5.08278 -2.22311 2.69199  0.477
H -2.20515 3.36986 1.72388  0.271
H -3.55030 4.55098 1.67516  0.339
H -2.38794 4.36896 0.27925  0.241
H -5.11362 1.96076 2.73214  0.231
H -6.24713 1.51397 1.43021  0.321
H -6.09443 3.17191 1.82963  0.444
H -4.53433 2.87686 -2.11699  0.175
H -5.11510 4.21851 -1.30698  0.378
H -6.22458 2.85906 -1.38822  0.317